100
Properties=species:S:1:pos:R:3:forces:R:3 method="wB97M-V/def2-TZVPD" e_tot_ha=-3895.79170 charge=+1 homo_ha="-0.3648 / -0.3648" fmax_ev_per_a=3.4 de_lowest_kj_mol=153.5
Tl 0.062873 -0.026785 -0.657108 -0.1 -1.2 1.7
C 1.752947 0.584250 -2.048589 -0.1 -0.5 0.8
C 2.920627 1.338078 -1.364382 0.7 -0.2 0.6
N 4.128248 0.588268 -1.071165 -1.2 0.6 1.2
C 4.577423 -0.364101 -1.987363 1.6 -2.0 -0.6
C 6.135562 -0.451076 -2.169507 -1.7 0.1 -0.5
C 4.241413 0.177892 0.309544 0.4 0.1 0.6
C 3.086182 -0.639083 0.997702 0.6 -0.2 1.4
N 2.176627 0.233455 1.759627 -0.5 -1.0 -1.8
C 2.457472 0.692102 2.927308 -0.1 1.5 1.7
C 1.430096 1.566019 3.574738 -0.5 0.3 -1.1
F 0.247104 1.868300 2.863942 2.1 -0.9 1.2
C 1.604071 2.191079 4.805320 -0.2 -1.6 -1.5
F 0.540202 2.814190 5.299435 0.1 0.7 0.5
C 2.778620 1.980536 5.501642 0.8 0.1 0.9
C 3.793245 1.171081 4.955381 -0.4 0.9 -0.3
F 4.952948 1.044563 5.578079 -0.1 0.0 0.5
C 3.679027 0.587389 3.738367 0.4 -1.6 -0.7
F 4.745526 -0.224185 3.394808 -1.7 1.1 -0.3
H 1.297838 1.228893 -2.788921 -0.3 -0.2 -0.2
H -2.291399 -0.780947 0.605261 0.1 0.1 0.2
H 2.056146 -0.407266 -2.466494 -0.4 0.8 0.3
H 2.714217 1.845570 -0.411142 -0.6 -0.1 -0.4
H 3.208077 2.139854 -2.035390 -0.2 0.2 -0.5
H 4.217112 -0.162706 -2.972590 -0.6 0.3 -0.7
H 4.218899 -1.403470 -1.729435 0.2 0.6 -0.3
H 6.580538 0.549194 -2.307481 -0.2 -0.6 -0.3
H 6.187136 -1.130740 -3.035220 0.8 0.5 0.1
H 6.603828 -0.936272 -1.345598 0.4 -0.3 0.7
H 4.454706 1.116064 0.857069 -0.3 -0.7 0.3
H 5.121866 -0.459448 0.409606 0.1 0.3 -0.1
H 3.536851 -1.424259 1.685320 -0.4 1.0 -0.7
H 2.495093 -1.227542 0.282281 0.1 0.3 -0.1
H 2.980470 2.391779 6.498249 -0.4 -0.1 -0.5
C -3.147207 -3.095222 -1.380025 -0.5 1.9 -0.7
P -1.422789 -3.344704 -1.827038 -0.1 -1.2 0.3
C -1.344770 -2.825991 -3.581625 0.2 -1.7 -0.3
C -1.668622 -5.214714 -1.954513 0.6 1.1 -1.2
C -0.347350 -5.892868 -2.200337 1.6 -0.2 1.2
P 1.142109 -4.655592 -2.032473 0.1 -1.6 0.4
C 2.497998 -5.910938 -2.166080 -0.8 -1.0 0.1
C 1.242096 -4.353153 -0.206753 -0.6 1.7 -0.9
H -3.805864 -3.505475 -2.157004 -0.1 -0.3 0.6
H -3.212584 -2.002567 -1.540294 -0.6 -0.1 0.6
H -3.387490 -3.354263 -0.336652 0.0 0.0 -0.6
H -2.063416 -3.457697 -4.161010 0.2 1.2 0.1
H -0.338334 -3.140930 -3.933094 -0.5 0.4 0.2
H -1.405807 -1.744229 -3.647855 -0.5 0.1 -0.4
H -2.319538 -5.410746 -2.827470 -0.2 0.2 0.6
H -2.124488 -5.555344 -1.036274 -0.3 0.0 0.2
H -0.289023 -6.297450 -3.206514 0.2 -0.1 -0.1
H -0.224308 -6.728121 -1.462562 0.2 0.5 -0.8
H 2.646387 -6.654140 -1.318143 -0.3 1.1 -1.0
H 3.392561 -5.420950 -2.458907 1.1 0.5 0.3
H 2.262178 -6.451889 -3.082802 -0.1 -0.4 0.1
H 2.259410 -4.136250 0.101613 0.2 -0.1 0.0
H 0.829894 -5.157994 0.337906 -0.3 -1.0 0.8
H 0.601641 -3.458189 -0.039790 0.5 -0.5 0.3
N -3.815609 0.103259 4.655820 0.5 -0.2 -0.1
C -2.567449 -0.276190 5.041329 -2.1 -0.7 0.2
C -1.726326 0.600157 5.696170 2.0 2.0 1.7
C -0.541772 0.158833 6.298994 0.1 0.5 -0.9
C -0.022364 -1.113226 5.898145 -3.1 0.1 -0.3
C -0.907056 -1.991688 5.164250 0.0 0.2 0.6
C -2.208567 -1.654596 4.907678 1.4 0.7 -1.5
S 1.582965 -1.552162 6.278143 3.2 -1.0 -0.1
O 2.219832 -1.649729 4.937165 -1.1 0.7 0.9
O 1.654100 -2.841271 6.942898 -1.0 0.8 -0.2
O 1.949727 -0.394923 7.076067 0.6 -0.2 -0.1
H -4.300448 -0.543039 4.036259 -0.2 0.4 0.6
H -4.313139 0.912840 5.050294 0.6 -0.6 -0.6
H -1.945134 1.696990 5.715905 -0.1 -1.2 0.2
H 0.123001 0.812286 6.922949 -0.9 -0.7 -0.8
H -0.503069 -2.945981 4.882634 0.0 -0.4 0.0
H -2.834573 -2.245881 4.251798 -0.1 -0.4 0.4
N -1.321304 -1.053690 0.694423 1.2 0.5 -0.8
S -4.293067 5.461154 -1.801504 0.2 0.4 0.8
C -2.784806 5.851582 -2.572569 1.0 1.1 -0.6
C -1.673377 5.030710 -2.770055 -0.6 -0.2 0.6
C -0.561501 5.459384 -3.435364 0.6 1.4 -0.8
C -0.463914 6.798341 -3.834270 -1.7 1.0 -0.1
C -1.598997 7.676313 -3.702461 1.7 -1.3 1.2
C -2.716110 7.162952 -3.037971 -0.5 0.5 -0.9
C -4.779487 4.135383 -2.780373 -0.6 -2.1 -0.5
C -4.571813 4.000409 -4.174893 0.0 0.6 0.3
C -5.025222 2.871471 -4.849178 0.1 0.1 1.8
C -5.527856 1.809180 -4.115784 -0.2 -0.1 -0.8
C -5.777449 1.968663 -2.759555 -0.9 -2.3 0.6
C -5.436709 3.101916 -2.049627 0.5 0.9 -1.0
H -1.035736 -1.358242 1.643153 -0.1 0.9 -0.9
H -1.576116 4.056510 -2.353271 -0.7 -0.8 0.2
H 0.236473 4.763107 -3.679513 0.0 0.2 0.3
H 0.450846 7.194693 -4.240550 0.1 -0.1 -0.3
H -1.512842 8.749822 -3.903450 -0.1 -0.6 -0.3
H -3.643872 7.748641 -2.961057 0.6 0.0 0.1
H -4.039216 4.769206 -4.758572 -0.5 -0.2 0.5
H -5.045313 2.806838 -5.895185 0.5 0.0 -1.3
H -5.723793 0.878633 -4.685170 -0.3 0.6 0.8
H -6.282170 1.076298 -2.294740 0.6 1.2 0.0
H -5.605070 3.263806 -0.974525 0.0 -0.4 -0.6


90
Properties=species:S:1:pos:R:3:forces:R:3 method="wB97M-V/def2-TZVPD" s2=6.01 spin_multiplicity=5 e_tot_ha=-3609.12843 charge=-2 homo_ha="-0.0489 / -0.0497" fmax_ev_per_a=0.7 de_lowest_kj_mol=22.4
Fe 0.802892 0.097675 0.894998 0.4 -0.4 0.3
O 1.381153 -0.223685 5.121120 0.0 0.0 0.0
C 1.761221 -0.106014 3.947187 0.1 0.0 -0.1
O 0.997291 -0.009975 2.945606 -0.1 0.0 0.1
C 3.284223 -0.085454 3.720389 0.0 0.0 0.0
C 4.048834 -0.172931 4.890440 0.0 0.0 0.0
C 5.431342 -0.175755 4.892345 0.0 0.0 0.0
C 6.095291 -0.095400 3.670927 0.0 0.0 0.0
C 5.365821 -0.009654 2.503796 0.0 0.0 0.0
C 3.953072 0.007725 2.481317 0.0 0.0 0.0
S 3.262274 0.145955 0.865514 0.0 0.1 -0.1
H 3.490576 -0.239401 5.814617 0.0 0.0 0.0
H 5.982644 -0.240321 5.824095 0.0 0.0 0.0
H 7.180326 -0.098500 3.629521 0.0 0.0 0.0
H 5.875100 0.052200 1.548967 0.0 0.0 0.0
C -4.032390 1.471308 1.061164 0.0 0.0 0.0
C -3.583297 0.030517 1.012590 -0.1 0.0 0.0
C -4.518270 -1.008241 0.889822 0.0 0.1 0.0
C -4.061992 -2.316745 0.898785 0.1 -0.1 0.0
C -5.042123 -3.462870 0.806310 0.0 0.0 0.0
C -2.701306 -2.601331 0.972856 0.0 0.1 0.0
C -1.707362 -1.580201 1.003232 -0.1 -0.1 -0.1
C -2.241413 -0.259628 1.084992 0.1 -0.1 0.0
N -0.361375 -1.731689 0.915660 -0.1 0.3 -0.1
C 0.231590 -3.072840 1.016610 -0.1 0.0 0.1
C 1.745788 -2.906659 0.955530 0.0 0.0 0.0
C -0.086565 -3.729933 2.371762 0.0 0.0 0.0
C -0.153586 -4.014251 -0.147484 0.0 0.1 0.0
H -5.116639 1.543255 1.175394 0.0 0.0 0.0
H -3.748818 2.003631 0.148352 0.0 0.0 0.0
H -3.558648 2.001178 1.889799 0.0 0.0 0.0
H -5.578762 -0.788581 0.806706 0.0 0.0 0.0
H -6.071535 -3.099674 0.803845 0.0 0.0 0.0
H -4.924652 -4.151023 1.647897 0.0 0.0 0.0
H -4.886485 -4.040996 -0.108918 0.0 0.0 0.0
H -2.422822 -3.642306 0.994233 -0.1 0.0 0.0
H -1.551824 0.561776 1.228417 0.0 0.1 0.0
H 2.109860 -2.368864 1.831923 0.0 0.0 0.0
H 2.030844 -2.324603 0.079074 0.0 0.0 0.0
H 2.242731 -3.880512 0.906685 0.0 0.0 0.0
H 0.151159 -3.020326 3.166892 0.0 0.0 0.0
H 0.523625 -4.629658 2.507829 0.0 0.0 0.0
H -1.134687 -4.009956 2.470207 0.0 0.0 0.0
H -0.053465 -3.480504 -1.094690 0.0 0.0 0.0
H -1.175267 -4.382388 -0.091135 0.1 0.0 -0.1
H 0.515766 -4.880026 -0.166870 0.0 0.0 0.0
C -1.610398 -1.184719 -2.478603 0.0 0.0 -0.1
C -0.848251 0.108944 -2.790045 -0.1 -0.1 0.2
C -1.634988 1.315540 -2.273130 0.0 0.0 -0.1
P 0.843077 0.041059 -2.007516 -0.2 0.2 -0.1
C 1.566365 -1.428872 -2.894184 0.2 0.0 0.0
C 1.330081 -1.599895 -4.395101 0.0 -0.1 0.0
C 3.054964 -1.605569 -2.554332 0.0 0.0 0.0
C 1.590901 1.601701 -2.701378 0.1 0.0 0.0
C 1.401108 1.888865 -4.190082 0.0 0.1 0.0
C 3.061812 1.769930 -2.316500 0.0 0.0 0.0
H -2.661561 -1.080973 -2.764423 0.0 0.0 0.0
H -1.576785 -1.410752 -1.414113 0.0 0.0 0.0
H -1.200028 -2.041676 -3.019692 0.0 0.0 0.0
H -0.738153 0.201221 -3.873527 0.0 0.0 0.0
H -1.647960 1.338493 -1.183139 0.0 0.0 0.0
H -2.668714 1.266411 -2.630962 0.0 0.0 0.0
H -1.203162 2.260002 -2.614969 0.0 0.0 0.0
H 1.035059 -2.236019 -2.382974 -0.1 0.0 0.0
H 1.987996 -0.950896 -4.975208 0.0 0.0 0.0
H 0.301369 -1.390496 -4.687999 0.0 0.0 0.0
H 1.548475 -2.633542 -4.686286 0.0 0.0 0.0
H 3.681699 -1.099906 -3.293426 0.0 0.0 0.0
H 3.326485 -2.665464 -2.553352 0.0 0.0 -0.1
H 3.307921 -1.199882 -1.571178 0.0 -0.1 0.0
H 1.034696 2.352798 -2.127103 0.0 0.0 0.0
H 1.978237 1.195356 -4.804561 0.0 0.0 0.0
H 1.759054 2.900171 -4.413551 0.0 0.0 0.0
H 0.357064 1.835864 -4.502228 0.0 0.0 0.0
H 3.701499 1.081248 -2.873191 0.0 0.0 0.0
H 3.228452 1.598148 -1.253175 0.0 0.0 0.0
H 3.388044 2.789172 -2.549915 0.0 0.0 0.0
C 0.092851 2.072794 0.661580 0.0 -0.1 0.0
C -0.557779 3.106808 0.691881 0.0 0.4 -0.2
C -1.398068 4.266729 0.691505 0.1 -0.2 0.0
C -1.821667 4.852150 1.890757 -0.1 0.1 0.1
C -2.728485 5.901673 1.891988 0.0 0.0 0.0
C -3.228868 6.405488 0.697040 0.0 0.0 0.0
C -2.784330 5.863115 -0.502590 0.1 0.0 0.0
C -1.876419 4.814174 -0.506537 -0.1 0.1 0.0
H -1.436448 4.454778 2.820999 0.0 0.0 0.0
H -3.054113 6.326046 2.834529 0.0 0.0 0.0
H -3.963655 7.201429 0.700968 0.0 0.0 0.0
H -3.153395 6.255645 -1.443364 0.0 0.0 0.0
H -1.534110 4.388553 -1.441243 0.0 0.0 0.0